Entry 1:
A gas-phase ion, C4H9N2O2 (charge +2). Source: the OMol25 dataset; level of theory: the ωB97M-V functional and the def2-TZVPD basis.

Geometry as ORCA input:
```
! wB97M-V def2-TZVPD RIJCOSX def2/J DEFGRID3
* xyz 2 2
N 0.69018 -1.26384 0.62310
C 0.22932 0.20284 0.36714
C -1.19527 0.51691 0.07436
C -2.38952 -0.14024 0.81114
O -2.20272 -1.23937 1.24945
C 1.19712 0.60140 -0.83452
N 2.20660 1.46266 -0.59810
O 1.05897 -0.03469 -1.84084
H 0.11782 -1.53210 1.48489
H 0.42587 -1.83566 -0.18079
H 1.68220 -1.11393 0.78120
H 0.55275 0.71418 1.33870
H -1.36181 1.62867 0.14744
H -1.57755 0.28415 -0.93974
H -3.42708 0.27476 0.66626
H 2.81511 1.75507 -1.36508
H 2.26748 1.95584 0.26796
*
```

Summary:
HOMO-LUMO gap (spin up / spin down) ... 0.3309 / 0.1677 Eh
F_max ... 3.87 eV Å⁻¹
Lowest unoccupied orbital energy (spin up / spin down) ... -10.039 / -14.242 eV

Löwdin atomic charge list, values in e, 8 entries: atom 1 (N): 0.270, atom 2 (C): -0.164, atom 3 (C): -0.027, atom 4 (C): 0.017, atom 5 (O): 0.336, atom 6 (C): -0.487, atom 7 (N): 0.240, atom 8 (O): 0.159



Entry 2:
2 unconnected molecules or ions with the total composition C4H9N2O2S. Source: the OMol25 dataset; level of theory: the ωB97M-V functional and the def2-TZVPD basis.

Geometry as ORCA input:
```
! wB97M-V def2-TZVPD RIJCOSX def2/J DEFGRID3
* xyz 1 1
C -2.80116 -1.18575 -0.24487
C 1.09902 0.22591 1.10090
C 1.40756 0.67426 -0.95094
C 1.38934 -0.66149 -0.16961
N 0.36470 -1.49664 -0.59559
N 0.75176 1.35297 0.19995
O -1.90500 1.27802 -0.18691
O -3.16725 -0.75137 0.95659
S -3.14110 0.52473 -0.24265
H -2.96636 -2.16972 -0.63536
H 0.28188 -0.09753 1.74285
H 1.99044 0.43094 1.69037
H 2.40409 1.06241 -1.14195
H 0.80964 0.67592 -1.85928
H 2.36040 -1.17435 -0.10373
H 0.32581 -2.35624 -0.05836
H -0.28708 1.38381 0.04338
H 1.08330 2.28411 0.45521
*
```

Summary:
HOMO-LUMO gap (spin up / spin down) ... 0.3842 / 0.2674 Eh
F_max ... 1.64 eV Å⁻¹
Lowest unoccupied orbital energy (spin up / spin down) ... -3.794 / -4.757 eV

Löwdin atomic charge list, values in e, 8 entries: atom 1 (C): -0.299, atom 2 (C): -0.029, atom 3 (C): -0.053, atom 4 (C): -0.368, atom 5 (N): 0.177, atom 6 (N): 0.071, atom 7 (O): -0.490, atom 8 (O): -0.227



Entry 3:
A gas-phase ion, C4H9N2O2S (charge +1). Source: the OMol25 dataset; level of theory: the ωB97M-V functional and the def2-TZVPD basis.

Geometry as ORCA input:
```
! wB97M-V def2-TZVPD RIJCOSX def2/J DEFGRID3
* xyz 1 1
C 0.53124 -0.34165 0.03491
C -1.13281 1.25061 0.06475
C -1.77133 -0.35535 0.06042
C 3.34683 0.01083 -0.06812
N -0.58449 -1.16853 0.23538
N 0.25648 0.93412 -0.07079
O -2.77488 -0.54812 1.06132
O -2.21494 -0.61436 -1.14983
S 2.02483 -1.20552 -0.12532
H -1.46961 1.84615 -0.84380
H -1.24435 1.64124 1.08178
H 4.24428 -0.48454 0.14345
H 3.38328 0.70405 0.73410
H 3.41259 0.74710 -0.83119
H -0.59922 -1.91602 0.87562
H 0.76823 1.74068 -0.51700
H -3.68214 -0.67704 0.60703
H -2.49398 -1.56364 -1.29271
*
```

Summary:
HOMO-LUMO gap ... 0.3853 Eh
F_max ... 3.84 eV Å⁻¹
Lowest unoccupied orbital energy ... -3.606 eV

Löwdin atomic charge list, values in e, 8 entries: atom 1 (C): -0.553, atom 2 (C): 0.019, atom 3 (C): -0.578, atom 4 (C): -0.354, atom 5 (N): 0.132, atom 6 (N): 0.051, atom 7 (O): 0.034, atom 8 (O): 0.076



Entry 4:
2 unconnected molecules or ions with the total composition C4H9N2O3. Source: the OMol25 dataset; level of theory: the ωB97M-V functional and the def2-TZVPD basis.

Geometry as ORCA input:
```
! wB97M-V def2-TZVPD RIJCOSX def2/J DEFGRID3
* xyz 1 1
C -0.64357 1.50234 -0.04899
C 0.59079 0.98389 0.07721
C 1.42634 -0.87097 -0.47451
C -2.21043 -0.38290 0.04884
N -1.85516 0.81654 -0.10656
N 2.73661 -0.97105 -0.01908
O 1.69680 1.67583 0.26965
O 0.62787 -1.85134 -0.09039
O -3.51642 -0.60643 -0.16440
H -0.87523 2.60726 0.16574
H 1.22133 -0.61120 -1.55907
H -1.39445 -1.02997 0.36524
H -2.61095 1.48394 -0.48528
H 2.92440 -1.51225 0.89650
H 3.44740 -0.34669 -0.15145
H 1.58718 2.65253 0.63734
H 0.66767 -2.07525 0.91921
H -3.82018 -1.46428 -0.28000
*
```

Summary:
HOMO-LUMO gap ... 0.3195 Eh
F_max ... 4.54 eV Å⁻¹
Lowest unoccupied orbital energy ... -3.724 eV

Löwdin atomic charge list, values in e, 8 entries: atom 1 (C): -0.111, atom 2 (C): -0.194, atom 3 (C): -0.328, atom 4 (C): -0.099, atom 5 (N): 0.075, atom 6 (N): 0.123, atom 7 (O): 0.000, atom 8 (O): -0.019